# 1
This record from the OMol25 dataset describes C24H19CuN3O4P as an isolated structure. The level of theory is ωB97M-V/def2-TZVPD.

The geometry in XYZ format:
```
52
C24H19CuN3O4P (ωB97M-V/def2-TZVPD)
Cu -0.041 -0.076 0.495
N 0.706 -2.683 -0.747
P 1.720 -1.429 -0.132
C 2.801 -2.371 0.985
C 3.936 -3.068 0.575
C 4.666 -3.813 1.493
C 4.266 -3.865 2.821
C 3.137 -3.169 3.238
C 2.410 -2.418 2.325
C 2.811 -1.066 -1.543
C 3.962 -0.309 -1.310
C 4.793 0.049 -2.358
C 4.480 -0.335 -3.657
C 3.332 -1.074 -3.899
C 2.500 -1.439 -2.846
C -0.674 -2.638 -0.713
C -1.432 -3.753 -1.089
C -2.802 -3.664 -1.053
C -3.409 -2.480 -0.643
C -2.592 -1.433 -0.285
N -1.249 -1.497 -0.314
H 1.107 -3.568 -1.017
H 4.256 -3.025 -0.460
H 5.549 -4.350 1.170
H 4.840 -4.441 3.536
H 2.830 -3.204 4.276
H 1.538 -1.858 2.647
H 4.209 -0.001 -0.299
H 5.685 0.632 -2.164
H 5.126 -0.052 -4.478
H 3.080 -1.368 -4.911
H 1.600 -2.008 -3.044
H -0.936 -4.664 -1.399
H -3.404 -4.516 -1.344
H -4.484 -2.375 -0.604
H -3.006 -0.485 0.036
O -0.126 0.010 2.553
C -0.074 1.097 3.130
C -0.056 2.421 2.563
C -0.018 3.458 3.507
C -0.015 4.762 3.120
C -0.054 5.105 1.752
C -0.089 4.128 0.809
C -0.083 2.730 1.150
O -0.104 1.873 0.218
N 0.029 5.808 4.137
O -0.041 6.964 3.759
O -0.011 5.474 5.308
H -0.038 1.083 4.233
H 0.008 3.224 4.564
H -0.054 6.151 1.478
H -0.115 4.367 -0.247
```

Partial atomic charges computed with the natural (NBO) method, in multiples of e: Cu 0.87; N -0.89; P 0.96; C -0.37; C -0.20; C -0.21; C -0.20; C -0.20; C -0.20; C -0.28; C -0.23; C -0.20; C -0.20; C -0.20; C -0.24; C 0.40; C -0.29; C -0.13; C -0.30; C 0.09; N -0.58; H 0.41; H 0.22; H 0.22; H 0.22; H 0.22; H 0.24; H 0.22; H 0.22; H 0.22; H 0.22; H 0.22; H 0.22; H 0.22; H 0.23; H 0.21; O -0.68; C 0.45; C -0.35; C -0.10; C -0.02; C -0.15; C -0.30; C 0.47; O -0.76; N 0.53; O -0.40; O -0.40; H 0.12; H 0.24; H 0.24; H 0.23

=====

# 2
This record from the OMol25 dataset describes an isolated molecule of C4H8N2O. The level of theory is ωB97M-V/def2-TZVPD.

The relative energy (zero: lowest compared OMol25 entry of this formula, charge and spin) is 34.21 kcal per mole.

The geometry in XYZ format:
```
15
C4H8N2O (ωB97M-V/def2-TZVPD)
O 2.810 -0.452 -0.210
C 1.611 -0.256 -0.086
N 0.700 -1.306 -0.019
C -0.719 -1.109 -0.143
C -1.129 0.128 0.640
C -0.353 1.286 -0.002
N 1.073 1.001 0.051
H 1.146 -2.207 -0.089
H -1.165 -0.925 -1.293
H -1.364 -1.917 -0.425
H -0.918 0.123 1.721
H -2.199 0.264 0.497
H -0.535 2.231 0.518
H -0.693 1.393 -1.042
H 1.736 1.744 -0.118
```

Partial atomic charges computed with the natural (NBO) method, in multiples of e: O -0.65; C 0.78; N -0.66; C -0.24; C -0.43; C -0.20; N -0.65; H 0.41; H 0.14; H 0.25; H 0.22; H 0.22; H 0.20; H 0.18; H 0.41

=====

# 3
This record from the OMol25 dataset describes a 14-piece molecular cluster, C48H128N8O14 overall. The level of theory is ωB97M-V/def2-TZVPD.

The relative energy (zero: lowest compared OMol25 entry of this formula, charge and spin) is 217.46 kcal per mole.

The geometry in XYZ format:
```
198
C48H128N8O14 (ωB97M-V/def2-TZVPD)
C 1.542 2.270 21.737
C 0.643 3.419 21.191
C 0.661 4.588 22.174
C 1.963 5.390 22.246
C 2.260 5.827 20.852
C 2.183 4.809 19.646
N 1.001 3.917 19.845
O 0.788 2.945 18.736
C 2.011 5.818 18.447
C 3.497 3.988 19.308
C -0.823 2.893 21.230
H 1.488 1.357 21.143
H 1.380 1.994 22.778
H 2.586 2.581 21.778
H -0.106 5.316 21.911
H 0.427 4.162 23.150
H 2.792 4.767 22.580
H 1.922 6.223 22.948
H 3.264 6.251 20.818
H 1.722 6.772 20.771
H 2.350 5.388 17.505
H 0.989 6.194 18.411
H 2.534 6.752 18.656
H 4.422 4.541 19.146
H 3.628 3.291 20.135
H 3.233 3.338 18.474
H -1.193 2.331 22.088
H -1.081 2.111 20.516
H -1.469 3.738 20.994
H 0.152 3.382 18.166
C -2.601 -13.184 29.536
C -1.403 -13.726 28.564
C -1.711 -15.140 28.113
C -2.751 -15.249 27.005
C -2.279 -14.341 25.859
C -1.985 -12.824 26.251
N -1.173 -12.781 27.434
O -0.906 -11.438 27.893
C -1.061 -12.199 25.123
C -3.321 -11.945 26.302
C -0.052 -13.795 29.377
H -3.505 -12.997 28.957
H -2.327 -12.284 30.087
H -2.774 -13.891 30.347
H -0.818 -15.551 27.641
H -2.049 -15.701 28.985
H -3.801 -15.150 27.279
H -2.742 -16.270 26.623
H -2.967 -14.416 25.017
H -1.413 -14.880 25.474
H -0.133 -12.771 25.149
H -1.567 -12.407 24.180
H -0.940 -11.124 25.257
H -3.921 -12.105 27.199
H -2.933 -10.936 26.435
H -4.011 -12.066 25.466
H -0.099 -14.468 30.234
H 0.292 -12.829 29.746
H 0.669 -14.187 28.659
H -0.006 -11.295 27.592
C 6.206 -4.727 23.695
O 6.398 -6.110 23.588
H 6.328 -4.201 22.747
H 5.145 -4.586 23.899
H 6.914 -4.153 24.293
H 7.159 -6.205 23.010
C 0.579 -13.234 14.175
O 1.958 -12.817 13.961
H 0.421 -13.425 15.237
H -0.075 -12.399 13.926
H 0.332 -14.119 13.588
H 2.159 -12.783 13.023
C 4.980 -0.567 20.084
O 5.073 -1.943 19.746
H 4.335 -0.020 19.396
H 4.766 -0.396 21.139
H 5.951 -0.086 19.961
H 4.377 -2.504 20.098
C -2.146 -3.167 25.388
O -0.810 -2.682 25.236
H -2.627 -2.410 26.008
H -2.669 -3.326 24.445
H -2.226 -4.033 26.045
H -0.264 -3.104 25.904
C 5.015 -11.518 22.907
O 5.276 -12.842 22.573
H 4.430 -11.412 23.820
H 5.881 -10.861 22.825
H 4.344 -11.237 22.095
H 5.801 -12.919 21.773
C 6.818 -9.262 14.016
O 6.891 -9.574 12.608
H 7.278 -8.310 14.281
H 5.795 -9.388 14.371
H 7.385 -9.996 14.588
H 6.101 -9.323 12.124
C 1.547 -7.349 11.570
C 2.122 -6.099 12.275
C 1.684 -5.831 13.803
O 1.707 -4.457 13.988
C 2.939 -3.951 14.369
N 3.509 -6.394 12.168
H 1.962 -7.313 10.563
H 0.476 -7.236 11.403
H 1.842 -8.284 12.046
H 1.955 -5.254 11.607
H 2.114 -6.486 14.561
H 0.603 -5.967 13.823
H 3.181 -3.985 15.431
H 2.942 -2.879 14.174
H 3.802 -4.195 13.750
H 4.096 -6.202 12.967
H 3.800 -5.736 11.459
C -2.063 1.946 13.400
C -2.471 1.492 14.866
C -1.589 0.282 15.257
O -2.152 -0.360 16.437
C -1.146 -1.112 17.077
N -2.381 2.635 15.719
H -0.976 1.992 13.324
H -2.473 2.900 13.069
H -2.673 1.347 12.724
H -3.493 1.123 14.955
H -0.591 0.611 15.549
H -1.408 -0.400 14.425
H -0.688 -1.772 16.340
H -1.632 -1.734 17.829
H -0.367 -0.590 17.632
H -2.951 3.329 15.256
H -2.742 2.389 16.630
C 6.626 -17.615 14.185
C 5.259 -17.269 14.832
C 5.337 -16.374 16.125
O 5.906 -15.094 15.912
C 5.269 -14.133 16.712
N 4.365 -16.656 13.762
H 7.136 -16.728 13.810
H 6.457 -18.248 13.314
H 7.314 -18.098 14.879
H 4.916 -18.234 15.205
H 5.940 -16.947 16.829
H 4.327 -16.357 16.537
H 5.469 -14.224 17.780
H 4.226 -14.027 16.415
H 5.735 -13.163 16.539
H 4.767 -15.759 13.530
H 3.463 -16.498 14.188
C -3.241 -17.742 20.486
C -2.332 -18.152 19.423
C -0.843 -17.935 19.703
O -0.675 -16.539 19.636
C 0.734 -16.160 19.912
N -2.723 -19.502 19.173
H -2.806 -16.857 20.949
H -3.383 -18.456 21.298
H -4.179 -17.345 20.097
H -2.514 -17.517 18.556
H -0.416 -18.448 18.842
H -0.300 -18.316 20.569
H 1.079 -15.398 19.213
H 1.384 -16.996 19.654
H 0.942 -15.642 20.849
H -3.073 -20.100 19.908
H -3.449 -19.415 18.477
C -5.195 -5.155 17.982
C -5.559 -6.583 18.497
C -4.160 -7.264 18.787
O -4.392 -8.589 19.080
C -3.187 -9.399 19.110
N -6.379 -6.614 19.631
H -4.575 -4.671 18.736
H -6.030 -4.460 17.892
H -4.713 -5.086 17.007
H -5.956 -7.268 17.748
H -3.780 -6.765 19.678
H -3.442 -7.219 17.968
H -2.814 -9.737 18.143
H -3.256 -10.259 19.775
H -2.345 -8.802 19.461
H -6.406 -7.561 19.979
H -5.778 -6.177 20.315
C 0.658 -6.715 21.792
C 1.831 -6.453 20.950
C 1.831 -7.151 19.557
O 1.611 -8.615 19.696
C 1.623 -9.187 18.396
N 2.060 -5.020 20.926
H -0.196 -6.945 21.156
H 0.336 -5.881 22.415
H 0.859 -7.587 22.415
H 2.662 -6.996 21.400
H 2.783 -6.924 19.077
H 0.990 -6.835 18.940
H 2.539 -9.184 17.805
H 0.834 -8.806 17.746
H 1.414 -10.251 18.499
H 1.949 -4.789 21.903
H 1.329 -4.485 20.480
```

Mulliken population analysis, charges in e, atoms 1 to 99: C -1.74; C 1.62; C -1.29; C -0.82; C -1.41; C 1.60; N 0.21; O -0.43; C -1.93; C -1.45; C -1.87; H 0.34; H 0.42; H 0.36; H 0.39; H 0.47; H 0.32; H 0.38; H 0.49; H 0.55; H 0.38; H 0.46; H 0.41; H 0.40; H 0.27; H 0.38; H 0.39; H 0.33; H 0.44; H 0.31; C -1.53; C 1.18; C -1.09; C -0.72; C -1.23; C 1.30; N 0.41; O -0.52; C -1.89; C -1.40; C -1.81; H 0.32; H 0.33; H 0.43; H 0.32; H 0.44; H 0.36; H 0.41; H 0.51; H 0.37; H 0.46; H 0.39; H 0.45; H 0.27; H 0.37; H 0.35; H 0.38; H 0.38; H 0.44; H 0.35; C -0.51; O -0.47; H 0.20; H 0.20; H 0.30; H 0.29; C -0.53; O -0.47; H 0.19; H 0.26; H 0.28; H 0.28; C -0.55; O -0.54; H 0.22; H 0.27; H 0.29; H 0.29; C -0.55; O -0.49; H 0.28; H 0.21; H 0.26; H 0.30; C -0.39; O -0.52; H 0.23; H 0.23; H 0.16; H 0.30; C -0.47; O -0.52; H 0.24; H 0.18; H 0.25; H 0.31; C -1.41; C 0.24; C -0.68

=====

Values for HOMO, eV, ordered as above
-7.61 -9.14 -8.27
Values for Kohn-Sham gap, eV, ordered as above
7.973 9.958 8.269
Values for strongest force on any atom, eV/A, ordered as above
1.179 3.488 4.065